Entry 1:
A 11-piece molecular cluster, C14H51N21O11 overall at a distorted geometry. Source: the Open Molecules 2025 dataset; level of theory: ωB97M-V/def2-TZVPD.

```
! wB97M-V def2-TZVPD RIJCOSX def2/J DEFGRID3
* xyz 0 1
C 7.35572 -1.39205 3.98068
O 6.20072 -1.30742 3.09479
C 5.87931 -2.46998 2.20019
C 6.88695 -2.77806 1.03590
C 6.71573 -1.85600 -0.18210
N 6.65991 -4.10853 0.51059
H 7.68123 -0.40453 4.30770
H 8.14694 -1.80272 3.35346
H 7.17426 -2.07281 4.81239
H 5.82420 -3.35557 2.83327
H 4.87631 -2.41521 1.77700
H 7.88002 -2.57299 1.43572
H 5.67197 -1.63551 -0.40582
H 7.15812 -2.33838 -1.05370
H 7.30098 -0.94186 -0.08242
H 7.47624 -4.51737 0.07869
H 6.58011 -4.84023 1.20222
N 6.10458 4.15050 1.83641
C 4.98892 4.48343 1.30354
N 4.79840 5.75650 1.17255
O 4.12750 3.65578 1.15147
H 6.79655 4.84560 2.07745
H 6.23908 3.23742 2.24665
H 5.47285 6.45667 1.44637
H 3.92163 6.00124 0.73497
N -0.57519 -0.05457 0.05984
C -1.18143 -0.49412 -1.03550
N -0.47082 -0.42389 -2.08637
O -2.31924 -0.83162 -1.06585
H 0.37070 0.24324 -0.13173
H -1.06429 0.10463 0.92905
H 0.53225 -0.36347 -1.98488
H -0.87397 -0.83425 -2.91654
N -0.20463 5.72858 -8.01019
C -0.78784 4.59639 -7.88617
N -0.54981 4.08643 -6.74103
O -1.41835 3.98695 -8.76014
H 0.41782 5.85990 -7.22571
H 0.05714 5.90805 -8.96902
H -0.06585 4.52772 -5.97217
H -0.98144 3.17651 -6.66468
N 1.14866 4.67659 5.57845
C 1.16831 5.56749 6.53202
N 2.28209 6.21094 6.60749
O 0.35158 5.53523 7.43565
H 0.43814 3.96713 5.68767
H 1.93577 4.53190 4.96231
H 2.93441 6.16332 5.83787
H 2.54192 6.48002 7.54568
N 3.16607 -5.80149 -2.89193
C 2.31329 -6.77071 -2.97150
N 2.76152 -7.75304 -2.16745
O 1.34688 -6.88012 -3.71430
H 3.09299 -5.18516 -3.68875
H 3.90204 -5.87108 -2.20374
H 3.67018 -7.73836 -1.72676
H 2.24298 -8.61601 -2.24801
N -5.88796 0.69823 5.47641
C -4.64768 0.45900 5.15285
N -4.18324 -0.63355 5.73095
O -4.05038 1.27983 4.52864
H -6.12355 1.53432 4.96108
H -6.33368 0.32202 6.30097
H -4.81264 -1.32662 6.10992
H -3.26915 -0.89835 5.39269
N -3.71639 -5.86896 2.60763
C -4.15382 -6.18726 3.80216
N -5.32762 -5.70799 3.92693
O -3.55552 -6.69050 4.74610
H -2.75253 -6.13223 2.46016
H -4.21107 -5.36497 1.88556
H -5.69217 -5.81055 4.86324
H -5.96340 -5.43073 3.19275
N -7.57981 -3.17006 -1.39250
C -7.98631 -2.71108 -0.24433
N -7.10610 -1.99871 0.43911
O -9.07567 -2.97501 0.28910
H -8.12372 -3.75008 -2.01527
H -6.65991 -2.91192 -1.71995
H -6.18360 -1.75408 0.10858
H -7.31235 -1.62214 1.35330
N -5.41901 -0.81265 -7.79927
C -4.50115 -0.70158 -6.83992
N -5.17667 -0.39956 -5.79485
O -3.34529 -0.73899 -6.99138
H -6.38682 -0.71396 -7.52777
H -5.06440 -0.74434 -8.74250
H -4.71136 -0.27704 -4.90683
H -6.03132 0.13003 -5.89078
N -0.63294 5.70243 -0.97192
C -0.65964 6.26380 -2.14068
N -1.88930 6.68482 -2.34770
O 0.34790 6.45069 -2.85582
H 0.11965 5.05455 -0.78765
H -1.42612 5.57254 -0.36027
H -1.95383 7.07555 -3.27682
H -2.66147 6.59395 -1.70302
*
```

The SMILES is COC[C@H](C)N.NC(N)=O.NC(N)=O.NC(N)=O.NC(N)=O.NC(N)=O.NC(N)=O.NC(N)=O.NC(N)=O.NC(N)=O.NC(N)=O. The HOMO energy is -9.456 eV. As for the energy: -2541.66047 a.u. The HOMO-LUMO gap comes out at 9.4 eV. For the energy above the lowest of the compared OMol25 structures with the same formula, charge and spin, the calculation gives 9.4259 eV.

These are the Mulliken partial charges, in e, on atoms 1 to 8: -0.650, -0.314, -0.634, 0.563, -1.316, -0.657, 0.231, 0.284

***

Entry 2:
A 15-piece molecular cluster, C14H52F6N25O18S2 overall at a distorted geometry. Source: the Open Molecules 2025 dataset; level of theory: ωB97M-V/def2-TZVPD.

```
! wB97M-V def2-TZVPD RIJCOSX def2/J DEFGRID3
* xyz -1 1
C -1.13181 3.65027 -21.25777
F -1.07985 2.73476 -20.32147
F -0.33325 4.63617 -20.97554
F -0.91764 3.06454 -22.44814
S -2.88912 4.52736 -21.43271
O -3.72531 3.44237 -21.96672
O -3.36050 5.09913 -20.17068
N -2.51720 5.70778 -22.61416
S -3.91884 6.21754 -23.02330
O -4.67421 5.32712 -23.85340
O -4.65597 7.06206 -22.07499
C -3.40829 7.49800 -24.35793
F -2.88113 6.83192 -25.35356
F -4.48883 8.17996 -24.72395
F -2.49120 8.29767 -23.87898
C -0.83341 -6.60233 -16.40941
O -1.64490 -5.70959 -16.43053
N 0.35482 -6.45414 -16.69853
N -1.00456 -7.78417 -15.96018
H 0.99290 -7.23329 -16.77529
H 0.57211 -5.47247 -16.79441
H -1.92041 -7.87905 -15.54508
H -0.24840 -8.43149 -16.13145
C -9.40137 -0.89139 -24.29320
O -9.30331 -1.18981 -23.08563
N -10.38290 -1.09111 -25.02050
N -8.38998 -0.41297 -24.84895
H -10.45574 -0.44518 -25.79353
H -11.19779 -1.30087 -24.46189
H -8.43033 0.11722 -25.70765
H -7.62665 -0.17720 -24.23101
C -4.84804 0.83761 -30.79886
O -3.62630 0.65469 -30.78105
N -5.78646 0.00840 -31.28119
N -5.34873 1.94262 -30.47518
H -5.52087 -0.85894 -31.72536
H -6.69390 0.44329 -31.36797
H -4.66771 2.68429 -30.39623
H -6.30250 2.06257 -30.16529
C -12.48111 12.16592 -28.45008
O -11.96625 12.05631 -29.47936
N -12.13096 12.92728 -27.45076
N -13.71731 11.89950 -28.39095
H -11.12966 13.05309 -27.49172
H -12.66339 13.56178 -26.87280
H -14.15255 11.33169 -29.10387
H -14.22556 12.32086 -27.62659
C 1.79611 4.95036 -26.81898
O 2.69491 4.97129 -27.64279
N 1.86035 5.50753 -25.62567
N 0.74901 4.23226 -26.99387
H 2.60385 6.14910 -25.38973
H 1.02770 5.48329 -25.05452
H 0.17569 4.27296 -26.16335
H 0.56262 3.80623 -27.89045
C 1.83456 15.38201 -24.57331
O 1.87693 16.10340 -23.57915
N 1.68637 14.08507 -24.49623
N 1.93538 15.83333 -25.78041
H 1.43656 13.80528 -23.55846
H 1.58773 13.45697 -25.28099
H 1.92574 16.83541 -25.90632
H 2.27573 15.18974 -26.48044
C -2.50231 8.01753 -12.67822
O -2.04150 7.99646 -11.58523
N -3.58075 7.45034 -13.08713
N -1.96839 8.72525 -13.69076
H -3.67414 7.33550 -14.08622
H -3.88514 6.67651 -12.51386
H -1.08279 9.15870 -13.47181
H -2.33622 8.92019 -14.61098
C -11.75394 3.71840 -27.96916
O -10.76561 3.14215 -28.45284
N -11.67582 4.17410 -26.80753
N -12.93797 3.71568 -28.45382
H -12.54992 4.40335 -26.35640
H -10.75584 4.33680 -26.42380
H -13.15170 3.21544 -29.30480
H -13.71705 4.17382 -28.00298
C -5.71347 16.64802 -23.61113
O -6.47575 15.89665 -24.13020
N -4.49168 16.43054 -23.31413
N -5.91897 17.87790 -23.43635
H -4.32905 15.48998 -23.64430
H -3.78652 17.13533 -23.15251
H -5.10744 18.46845 -23.32331
H -6.90568 18.04721 -23.56993
C -0.42335 10.68223 -19.39084
O 0.29596 11.51890 -19.06012
N 0.01040 9.55605 -19.79368
N -1.72629 10.79069 -19.42517
H 1.01825 9.56715 -19.85856
H -0.52092 9.04887 -20.48692
H -2.13999 9.99699 -19.89315
H -2.20638 11.60547 -19.07055
C -9.44442 8.58127 -17.17057
O -10.02033 7.91012 -17.97338
N -10.14668 9.22259 -16.31549
N -8.16827 8.77402 -17.03023
H -9.65899 9.89524 -15.74122
H -11.14963 9.12115 -16.37788
H -7.64511 8.44261 -17.82808
H -7.86815 9.59361 -16.52199
C -7.98890 8.36287 -33.32776
O -7.06592 7.89262 -33.95982
N -7.83127 9.19693 -32.33540
N -9.24304 8.03580 -33.43697
H -8.61205 9.64756 -31.87997
H -6.92354 9.60155 -32.15541
H -9.65324 7.38418 -34.09059
H -9.85618 8.45985 -32.75554
O 5.54688 1.68423 -24.12852
H 4.95560 2.13966 -24.72785
H 6.38321 2.13993 -24.22404
O -0.39988 10.26467 -31.41063
H -1.16346 9.89725 -30.96544
H -0.51191 10.01223 -32.32711
*
```

The HOMO energy is -6.718 eV. As for the energy: -4683.55046 a.u. The HOMO-LUMO gap comes out at 8.1 eV. For the energy above the lowest of the compared OMol25 structures with the same formula, charge and spin, the calculation gives 11.6189 eV.

These are the Mulliken partial charges, in e, on atoms 1 to 8: 0.655, -0.196, -0.212, -0.215, 0.922, -0.621, -0.606, -0.292

***

Entry 3:
A 12-piece molecular cluster, C14H52N20O12 overall at a distorted geometry. Source: the Open Molecules 2025 dataset; level of theory: ωB97M-V/def2-TZVPD.

```
! wB97M-V def2-TZVPD RIJCOSX def2/J DEFGRID3
* xyz 0 1
N -0.25452 4.40698 -1.17903
C -1.08846 3.44637 -1.05538
N -1.98601 3.37753 -2.00202
O -1.13937 2.83571 -0.08091
H -0.51931 4.98915 -1.96073
H 0.33620 4.60136 -0.38318
H -1.75966 3.80907 -2.88669
H -2.65112 2.63195 -1.85427
N -1.20094 -3.03536 -1.92020
C -2.16231 -3.91933 -2.09361
N -3.16692 -3.27798 -2.29834
O -2.02755 -5.13077 -2.31736
H -0.23477 -3.24975 -2.12183
H -1.49456 -2.08233 -1.76016
H -3.00542 -2.40391 -1.81872
H -4.03950 -3.77520 -2.40549
N -0.01642 2.90752 -5.22527
C 0.62484 1.87926 -4.71127
N 1.00000 2.14501 -3.44651
O 0.64411 0.80116 -5.33893
H -0.25698 3.62010 -4.55113
H -0.53566 2.71403 -6.06969
H 1.11022 3.07771 -3.07500
H 1.37693 1.35524 -2.94226
N -4.40268 0.10533 2.13216
C -3.58433 0.50470 1.22084
N -3.20913 1.68030 1.40720
O -3.32349 -0.20170 0.25987
H -4.56798 0.71780 2.91806
H -4.82157 -0.80386 1.99802
H -3.29545 2.15687 2.29351
H -2.49366 2.06222 0.80524
N 1.41478 -2.64956 2.46755
C 2.66514 -2.44487 2.26418
N 3.05071 -3.11274 1.20215
O 3.30703 -1.62303 2.85295
H 1.00882 -2.09622 3.20858
H 1.13328 -3.61759 2.40609
H 2.34350 -3.61318 0.68301
H 3.87776 -2.78774 0.72207
N -4.24160 0.15478 -2.74983
C -3.08402 0.13339 -3.35611
N -2.12240 -0.15357 -2.58829
O -3.00863 0.30395 -4.56868
H -4.48872 -0.10538 -1.80572
H -5.12218 0.24166 -3.23679
H -2.50850 -0.29379 -1.66559
H -1.16995 0.12402 -2.77776
N 1.32204 -4.16805 -3.76640
C 2.18301 -3.89592 -2.89187
N 3.22793 -4.58309 -3.03118
O 2.00112 -3.03345 -2.04784
H 1.62433 -4.91810 -4.37152
H 0.48267 -3.61239 -3.84879
H 4.06230 -4.32762 -2.52260
H 3.27164 -5.41792 -3.59797
N 3.49479 5.03286 1.53094
C 2.23338 4.88850 1.05921
N 1.92511 3.65790 1.38532
O 1.49762 5.67480 0.56400
H 4.08317 5.70567 1.06058
H 3.86020 4.24495 2.04645
H 1.08938 3.20937 1.03818
H 2.64185 3.10314 1.83096
N -1.07088 0.63202 3.70628
C 0.05064 1.16286 3.97059
N -0.17098 2.44317 3.92237
O 1.03687 0.59287 4.23520
H -1.90673 1.18075 3.56366
H -1.13296 -0.37277 3.78779
H -1.09031 2.78522 4.16307
H 0.72970 2.89934 3.95061
N 4.95185 2.56744 3.38501
C 4.61860 1.49126 2.75531
N 3.51864 0.99824 3.29310
O 5.31528 0.98045 1.93640
H 4.28701 3.00655 4.00568
H 5.70888 3.08504 2.96178
H 3.22993 0.09522 2.94484
H 3.10484 1.46636 4.08667
C -2.30303 -2.79324 1.43749
C -2.55781 -3.96508 2.36097
O -1.36169 -4.44181 2.97953
H -3.00133 -2.82741 0.60125
H -1.33024 -2.79700 0.94579
H -2.31335 -1.94536 2.12240
H -3.04176 -4.88395 2.02995
H -3.26636 -3.60948 3.10906
H -1.13768 -4.02493 3.81477
C 0.20211 -0.17980 0.04887
C 1.59263 0.10150 -0.43283
O 1.84325 -0.37372 -1.70752
H 0.17701 -1.24728 0.26787
H -0.63908 0.17292 -0.54788
H 0.08318 0.27201 1.03367
H 2.28974 -0.27414 0.31619
H 1.80543 1.16991 -0.39670
H 1.86848 -1.33308 -1.68347
*
```

The SMILES is NC(N)=O.NC(N)=O.NC(N)=O.NC(N)=O.NC(N)=O.NC(N)=O.NC(N)=O.NC(N)=O.NC(N)=O.NC(N)=O.CCO.CCO. The HOMO energy is -9.195 eV. As for the energy: -2562.74783 a.u. The HOMO-LUMO gap comes out at 8.8 eV. For the energy above the lowest of the compared OMol25 structures with the same formula, charge and spin, the calculation gives 9.7132 eV.

These are the Mulliken partial charges, in e, on atoms 1 to 8: -0.190, 0.477, -0.349, -0.655, 0.201, 0.140, 0.163, 0.131

***

Entry 4:
A 15-piece molecular cluster, C14H54FN2O16 overall. Source: the Open Molecules 2025 dataset; level of theory: ωB97M-V/def2-TZVPD.

```
! wB97M-V def2-TZVPD RIJCOSX def2/J DEFGRID3
* xyz 0 2
C -1.65135 0.78354 1.93889
C -0.17605 1.16770 2.09495
C -0.04991 1.85800 3.45085
C 0.81722 -0.00704 2.01222
C 1.19405 -0.59502 0.63654
C 2.60514 -1.20264 0.83720
C 3.31144 -1.76795 -0.37742
F 3.01656 -3.12365 -0.56674
C 0.17126 -1.70840 0.26852
C 0.18055 -2.25090 -1.17141
C -1.02840 -1.92672 -2.01050
N -2.29417 -2.28255 -1.46794
O -0.96894 -1.43975 -3.10061
C 1.34394 0.51551 -0.42463
C 0.38461 1.71257 -0.39734
C 0.97167 2.89413 -1.16534
C -0.97904 1.38418 -1.02273
N 0.26012 2.14335 1.04037
O 1.20566 2.92280 1.41662
H -1.89747 0.08783 2.74561
H -2.27859 1.67296 2.02872
H -1.90848 0.30544 1.00315
H -0.67513 1.33279 4.17690
H -0.41211 2.88463 3.39919
H 0.97469 1.86411 3.82539
H 1.73925 0.34304 2.48916
H 0.42553 -0.81603 2.64453
H 3.24896 -0.38797 1.19016
H 2.59668 -1.96570 1.62104
H 4.39370 -1.68839 -0.25425
H 3.03416 -1.23895 -1.29209
H -0.82859 -1.34469 0.52051
H 0.35267 -2.54181 0.95434
H 0.25637 -3.34426 -1.14457
H 1.03663 -1.91012 -1.74900
H -2.85067 -1.45652 -1.26995
H -2.20355 -2.80352 -0.59694
H 2.36239 0.90127 -0.31567
H 1.28531 0.09540 -1.43492
H 0.81343 2.76930 -2.23660
H 0.47145 3.80210 -0.82776
H 2.03740 3.01495 -0.97488
H -1.76313 2.05446 -0.66332
H -1.29728 0.36187 -0.83308
H -0.90836 1.49260 -2.10638
O 4.82103 -3.01629 2.66592
H 4.36265 -3.72198 3.13345
H 5.30714 -3.46466 1.96605
O -4.17253 3.10250 1.56638
H -4.37273 3.93751 1.13115
H -5.00987 2.80153 1.93293
O 4.78493 1.58948 -0.53293
H 4.31188 2.29979 -0.08486
H 5.64164 1.98378 -0.74893
O 3.80212 2.36932 2.56095
H 4.21388 3.14349 2.96001
H 2.96887 2.70240 2.19135
O -3.40350 -4.64739 -2.91823
H -3.11780 -3.85390 -2.43895
H -4.19633 -4.36486 -3.38898
O -6.06426 -3.42322 -2.71960
H -6.79726 -2.79268 -2.71779
H -6.11983 -3.89767 -1.88463
O 6.14722 3.20611 -2.50613
H 6.91639 2.87524 -2.98197
H 5.39003 2.87441 -3.00215
O -8.27521 -2.12671 -4.01227
H -7.97490 -2.48756 -4.85738
H -9.21729 -1.97232 -4.12624
O 0.02321 4.47613 5.36808
H -0.42009 5.15991 5.87960
H 0.88639 4.84268 5.15168
O -8.00784 -4.14048 -6.39455
H -8.43912 -4.84380 -5.89832
H -7.36325 -4.58735 -6.95216
O -0.28332 5.86583 0.47223
H 0.03791 5.00459 0.77223
H -0.01340 6.46963 1.17133
O -2.62791 -5.17376 -0.06485
H -3.10738 -5.98658 0.12175
H -2.44478 -5.22941 -1.01241
O 5.27024 -0.06764 -2.89560
H 5.05891 0.29267 -2.02290
H 5.00971 -0.99267 -2.85269
O 3.45251 1.36163 5.28316
H 2.97802 0.54010 5.43951
H 3.72430 1.33025 4.35596
*
```

The HOMO energy (alpha / beta) is -8.427 / -9.748 eV. As for the energy: -1979.01115 a.u. The HOMO-LUMO gap (alpha / beta) comes out at 8.8 / 9.9 eV.

These are the Mulliken partial charges, in e, on atoms 1 to 8: -1.874, 2.234, -1.724, -3.516, 4.056, -1.532, -0.616, -0.421